No. 1
15
Properties=species:S:1:pos:R:3:forces:R:3:nbo_charge:R:1 method="wB97M-V/def2-TZVPD" spin_multiplicity=1 lumo_ev="-0.799 / -1.159" gap_ev="7.48 / 6.86" e_above_lowest_kj_mol=332.6 charge=0
C 1.564196 -0.287771 -0.852156 0.3 1.3 -1.7 -0.43
C -0.637070 0.640810 0.044791 0.6 -5.0 1.6 -0.15
N 0.174258 -0.296658 -0.441240 -1.8 -1.7 -1.0 -0.52
O -2.564822 -0.157356 -1.390140 -1.1 1.9 -0.8 -0.90
O -2.051425 -1.469625 0.508558 0.4 -1.0 0.1 -0.91
O -3.196118 0.712675 0.746856 -0.2 0.8 0.5 -0.92
S -0.470628 0.353046 2.836874 1.2 -3.0 -2.2 -0.47
S -2.208883 -0.112650 0.162619 -1.4 0.4 0.3 2.36
H 1.851213 -1.226228 -1.443384 -0.6 1.3 1.2 0.24
H 1.649124 0.603077 -1.566691 0.4 -1.2 0.8 0.20
H 2.227061 -0.079969 0.000360 -0.2 -0.4 -0.2 0.23
H -0.550152 1.633421 0.070009 0.7 3.7 0.1 0.23
H -3.095805 0.693214 -1.532577 0.9 -1.7 -0.1 0.51
H -0.445972 -1.151118 -0.671197 2.2 1.2 0.7 0.43
H -0.885982 1.497527 3.053419 -1.2 3.4 0.7 0.08

No. 2
8
Properties=species:S:1:pos:R:3:forces:R:3:nbo_charge:R:1 method="wB97M-V/def2-TZVPD" spin_multiplicity=1 lumo_ev=1.159 gap_ev=13.34 e_above_lowest_kj_mol=114.9 charge=0 smiles=FCC(F)F
F 1.890082 0.008789 -0.272069 0.0 -0.5 0.0 -0.36
C 0.770809 -0.366457 0.446774 0.2 -1.9 1.4 -0.01
C -0.475471 0.049631 -0.328353 1.1 -1.2 0.8 0.52
F -1.422798 -0.908949 -0.036274 -0.4 0.9 0.0 -0.35
F -0.794739 1.258688 0.150956 -1.2 0.6 -0.2 -0.33
H 0.866768 0.142468 1.462001 -0.6 -0.5 -1.3 0.19
H 0.679931 -1.539196 0.658220 0.7 2.4 -0.8 0.18
H -0.371624 0.070929 -1.414261 0.1 0.2 0.1 0.15

No. 3
161
Properties=species:S:1:pos:R:3:forces:R:3:mulliken_charge:R:1 method="wB97M-V/def2-TZVPD" spin_multiplicity=1 lumo_ev=-7.239 gap_ev=6.29 charge=+4
Rb 0.331937 0.683778 1.036112 -0.2 -0.1 0.5 0.35
S 0.867167 1.784628 -2.207728 0.6 2.1 -4.0 0.52
O -0.572583 1.796888 -2.373278 -2.5 -0.8 -0.5 -0.47
O 1.144357 2.622408 -1.091968 1.1 2.3 4.1 -0.53
O 1.354607 0.452248 -1.992608 1.1 -4.2 1.3 0.04
O 1.580327 2.302348 -3.384068 -0.1 0.2 -0.5 -1.05
C -4.273273 -3.837382 3.254252 1.6 -0.2 -1.1 -0.87
C -2.889713 -3.890062 3.996402 -1.2 -1.5 -0.6 -0.62
N -2.760293 -2.918452 5.009432 0.8 3.8 5.2 0.45
C -2.349403 -1.601332 4.829152 -0.2 1.1 -1.2 -0.68
C -2.445833 -0.820002 5.972922 -0.5 -2.0 -0.8 -0.68
N -2.846203 -1.690062 6.933992 -0.7 -4.3 -1.4 0.20
C -2.991763 -2.990372 6.373332 -0.6 2.8 -0.5 -0.20
C -3.216613 -1.326612 8.296302 0.3 -0.5 0.0 -0.86
H -4.153393 -3.049982 2.510112 -0.5 0.3 0.1 0.19
H -5.236593 -3.761872 3.758652 0.5 0.1 0.6 0.39
H -4.289513 -4.761852 2.677022 -0.2 -0.1 0.0 0.33
H -2.038083 -3.733402 3.334352 -0.3 0.0 -0.4 0.26
H -2.753273 -4.872652 4.448062 0.0 0.0 0.1 0.40
H -2.127853 -1.249302 3.832462 0.1 0.0 -0.1 0.66
H -2.442753 0.229788 6.226552 0.6 0.0 -0.6 0.62
H -3.549943 -3.754502 6.893852 0.4 -0.2 0.0 0.36
H -3.968893 -0.544622 8.193052 0.4 0.2 0.6 0.37
H -2.280843 -1.114042 8.813262 -0.4 0.7 0.2 0.33
H -3.651043 -2.163922 8.842452 -0.1 -0.1 -0.4 0.31
C -1.480673 8.495698 2.476582 -0.3 0.6 -0.3 -1.22
C -1.502083 8.177378 0.945672 0.3 -0.6 1.6 -0.27
N -0.515653 7.085498 0.728272 2.3 -2.0 -4.4 0.38
C -0.532423 5.774008 1.254212 0.7 1.7 0.3 -0.78
C 0.506357 5.061858 0.717082 -0.2 0.3 -0.9 -0.43
N 1.061537 5.797298 -0.372428 -2.5 1.6 2.8 0.41
C 0.391927 7.002268 -0.347098 0.3 -0.9 1.5 -0.45
C 2.264657 5.505708 -1.166118 0.0 -0.1 -0.3 -0.47
H -1.611203 7.594588 3.075792 -0.1 0.0 -0.2 0.36
H -2.267993 9.197328 2.752132 -0.4 -0.2 -0.3 0.41
H -0.605803 9.012228 2.871412 0.4 -0.3 -0.6 0.34
H -1.299813 9.012838 0.275452 0.3 -0.1 0.2 0.43
H -2.476363 7.772118 0.672452 -0.1 0.0 0.0 0.12
H -1.252573 5.634058 2.046802 0.5 -0.7 0.2 0.61
H 0.880787 4.091958 1.009472 -0.2 0.1 -0.1 0.49
H 0.702117 7.762438 -1.048758 -0.4 0.4 0.3 0.50
H 2.000537 5.464898 -2.222848 -0.1 0.1 0.0 0.40
H 2.668167 4.521238 -0.929268 -0.5 0.1 0.2 -0.39
H 3.028977 6.263538 -0.994028 -0.2 0.1 0.1 0.52
C 3.897527 -4.230422 -6.973168 0.0 0.6 -1.1 -1.03
C 4.937677 -3.647072 -6.006368 0.2 -1.0 -0.4 -0.71
N 4.285337 -3.001202 -4.878868 -0.4 -0.4 0.5 0.24
C 3.818947 -1.730742 -5.053898 0.8 0.2 -1.9 -1.47
C 3.167257 -1.373472 -3.972078 -2.0 1.0 2.7 -0.37
N 3.176107 -2.430182 -3.086328 2.2 -1.5 -1.2 0.54
C 3.836307 -3.443962 -3.698888 0.3 0.8 0.4 -0.12
C 2.686197 -2.496172 -1.697948 -1.4 0.3 -1.8 -0.20
H 2.989927 -4.675082 -6.564958 0.5 -0.4 0.7 0.28
H 4.361607 -4.909312 -7.688588 0.0 -0.2 0.3 0.38
H 3.459267 -3.471882 -7.621748 0.3 0.5 0.0 0.35
H 5.580867 -2.879902 -6.437478 -0.4 0.1 -0.4 0.34
H 5.687417 -4.381992 -5.713318 -0.5 -0.3 0.6 0.48
H 3.945367 -1.230772 -6.002818 0.1 0.1 0.2 0.75
H 2.555047 -0.534902 -3.674748 0.2 0.6 -0.2 0.81
H 4.001577 -4.409892 -3.244928 0.2 0.0 -0.2 0.46
H 3.361557 -2.167572 -0.907998 0.1 -0.3 -0.3 0.16
H 2.317287 -3.521562 -1.673968 0.1 0.1 1.1 0.29
H 1.854397 -1.804962 -1.833768 -0.3 0.0 1.2 -0.21
C 4.695847 0.975668 0.693092 0.4 0.8 -0.3 -1.43
C 4.116377 1.866008 -0.400988 -1.3 -1.8 -0.7 0.60
N 5.020647 2.044248 -1.570548 2.3 -1.4 -1.2 0.51
C 5.381427 3.201448 -2.168878 -0.1 0.8 -1.3 0.00
C 6.167057 2.954878 -3.294118 -1.1 -0.6 1.2 -0.62
N 6.332717 1.567138 -3.347628 -1.7 0.9 0.9 0.13
C 5.643577 1.051508 -2.294148 -0.6 0.8 0.4 -0.42
C 6.948477 0.776408 -4.426228 1.3 -1.3 1.3 -0.79
H 4.013677 0.702728 1.498222 -0.4 0.5 -0.2 0.47
H 5.495127 1.584378 1.115852 0.5 -0.8 0.3 0.44
H 4.988207 0.014348 0.270612 0.6 0.1 0.1 0.27
H 3.677707 2.790108 -0.024568 0.6 0.2 -0.4 0.04
H 3.300507 1.324298 -0.879538 -0.5 0.2 0.2 -0.40
H 4.878497 4.096458 -1.833588 0.5 0.2 -0.2 0.32
H 6.499007 3.639478 -4.060628 0.2 -0.2 0.1 0.44
H 5.570407 0.005828 -2.034148 0.1 0.1 -0.2 0.44
H 7.567267 1.349468 -5.116738 -0.7 0.2 0.0 0.38
H 6.349397 -0.027282 -4.854358 -0.9 1.0 -0.5 0.19
H 7.638567 0.107788 -3.911608 0.6 0.3 0.2 0.42
C 6.081897 -4.726962 8.272732 -0.3 0.2 0.3 -1.06
C 4.531347 -4.911192 8.137522 0.7 0.2 -0.7 -0.47
N 3.835747 -4.121392 7.074332 -3.0 4.8 0.4 0.15
C 3.871507 -4.305812 5.730812 -1.0 -0.1 0.1 -0.33
C 2.955327 -3.419712 5.124442 2.4 -1.4 -0.9 -0.67
N 2.424137 -2.602052 6.068192 2.3 -1.6 0.6 0.31
C 2.940677 -3.038942 7.241252 0.7 -0.5 0.7 -0.12
C 1.623177 -1.438262 5.731852 -1.8 0.9 0.6 -0.68
H 6.464797 -3.717952 8.425642 -0.6 0.4 -0.6 0.34
H 6.663317 -5.207622 7.485952 -0.3 0.0 -0.1 0.32
H 6.434097 -5.125952 9.223982 -0.4 -0.7 0.0 0.38
H 4.015627 -4.689892 9.071952 0.0 -0.2 -0.1 0.33
H 4.302807 -5.904422 7.751042 0.2 -0.3 0.9 0.33
H 4.485657 -5.178092 5.562432 -0.1 0.2 -1.6 0.45
H 2.803717 -3.208222 4.076262 -0.3 -0.3 -0.1 0.45
H 2.657367 -2.561912 8.167842 0.3 -0.3 0.1 0.38
H 1.963377 -0.693252 5.012592 1.1 -0.7 -0.1 0.35
H 1.399917 -0.840372 6.615472 0.1 -0.4 0.2 0.28
H 0.675817 -1.753012 5.294192 0.0 -0.3 0.1 0.20
C -4.415563 7.599028 -3.829248 -0.8 -0.4 -0.5 -1.41
C -4.574583 6.970558 -2.430458 0.5 1.4 -0.3 -0.21
N -3.588473 5.949598 -2.052428 1.2 -2.5 1.2 0.32
C -2.366033 5.592078 -2.646258 -0.2 -0.2 1.2 -1.46
C -1.812143 4.571588 -1.890018 -1.5 0.1 1.0 -0.09
N -2.697813 4.254518 -0.823978 -0.4 3.0 -3.1 0.78
C -3.757023 5.145748 -0.968228 1.3 -1.0 -0.2 -0.46
C -2.427863 3.169118 0.144982 -1.8 0.7 0.4 -0.65
H -5.341133 8.123408 -4.066838 -0.1 0.1 0.4 0.39
H -4.399603 6.867588 -4.637228 0.3 -0.3 0.2 0.39
H -3.647763 8.345378 -4.033078 0.3 -0.3 0.6 0.38
H -5.580613 6.572688 -2.297398 0.2 -0.2 -0.1 0.40
H -4.419723 7.754458 -1.689088 -0.3 0.2 0.0 0.28
H -1.988693 6.197168 -3.457368 0.0 -0.4 -0.1 0.48
H -0.949343 3.922038 -1.882108 0.4 0.3 -0.8 0.64
H -4.624013 5.218618 -0.328368 0.1 -0.2 0.0 0.52
H -1.600523 2.516268 -0.133228 -0.1 0.6 -0.4 -0.35
H -3.357653 2.600628 0.165032 0.3 -0.4 0.3 0.49
H -2.318563 3.661778 1.111132 0.3 -0.5 0.1 0.38
C -2.435423 -5.086692 -0.371978 0.8 -0.4 0.4 -1.04
C -1.032603 -4.599592 -0.822768 -1.4 -2.1 1.4 -0.54
N -1.068043 -3.601642 -1.814138 1.1 1.8 -2.7 0.58
C -0.980633 -2.260032 -1.528068 0.2 0.9 -2.5 -0.56
C -0.691733 -1.600342 -2.741008 -0.3 -1.8 0.6 -0.61
N -0.637423 -2.591602 -3.728868 0.0 -1.8 2.4 0.65
C -0.836693 -3.813102 -3.157808 -0.5 1.8 2.6 -0.68
C -0.289123 -2.530712 -5.117298 -0.8 0.2 -1.1 -1.14
H -2.798243 -4.443542 0.429782 -0.3 0.1 -0.2 0.16
H -2.250883 -6.065662 0.070342 -0.2 0.0 0.2 0.46
H -3.180663 -5.253652 -1.149698 0.2 0.3 -0.2 0.29
H -0.467263 -5.447682 -1.209058 0.0 0.1 0.0 0.52
H -0.540883 -4.243602 0.082542 0.3 0.3 -0.2 0.15
H -1.153553 -1.857422 -0.540948 0.1 -0.1 0.1 0.50
H -0.374913 -0.594252 -2.972958 -0.3 0.3 0.3 0.57
H -0.836763 -4.818842 -3.551368 0.1 0.3 -0.5 0.49
H -1.162433 -2.904862 -5.651568 0.0 0.2 -0.3 0.42
H 0.509497 -3.234732 -5.351068 0.3 0.5 0.1 0.34
H -0.123543 -1.499552 -5.429368 0.3 -0.2 0.1 0.34
C -7.524953 -3.559932 -1.545758 -0.8 1.4 1.0 -1.41
C -6.275023 -3.066912 -0.688758 -3.4 -1.9 -0.9 -0.24
N -5.485043 -2.319412 -1.628888 0.9 3.4 -0.4 0.51
C -5.253173 -2.736482 -2.904338 3.3 1.4 -0.5 -0.50
C -4.343233 -1.785892 -3.443678 -2.2 -0.6 0.0 -0.54
N -4.338763 -0.643482 -2.656378 -2.4 -5.0 3.2 0.36
C -5.045663 -0.985512 -1.500148 0.8 -2.9 -1.3 -0.47
C -3.545893 0.488238 -2.881678 0.3 1.2 -1.1 -0.93
H -7.382873 -4.284432 -2.347638 0.4 0.2 0.2 0.39
H -7.959603 -2.631262 -1.915568 -0.1 -0.1 -0.6 0.41
H -8.340403 -3.934622 -0.927088 0.4 -0.3 0.3 0.41
H -5.955463 -4.041542 -0.319868 1.6 0.6 0.1 0.12
H -6.682963 -2.483552 0.136692 0.5 0.3 -0.2 0.45
H -5.574903 -3.696652 -3.279778 0.2 0.2 0.0 0.43
H -3.812193 -1.790592 -4.384088 -0.3 0.0 0.0 0.53
H -5.016323 -0.599832 -0.491788 0.2 0.9 -0.1 0.35
H -4.232453 1.226828 -3.295478 0.3 0.8 0.7 0.45
H -2.940673 0.261598 -3.759428 0.5 0.0 0.4 0.27
H -2.968283 0.715788 -1.985748 0.0 0.5 -0.3 0.36
Cl 1.012027 -2.655662 2.237492 -0.1 0.2 -0.3 -0.78
Cl 0.103287 2.850598 3.874192 0.0 -0.3 -0.7 -0.79
Cl -2.954483 -0.169372 1.383592 0.1 -0.3 -0.5 -0.79

DFT total energy: -31486.887; -10274.539; -132259.724 (eV)